Record 1
Here is a molecular structure, C37H56F3O22SV in a non-equilibrium geometry from the OMol25 dataset. Energies are from wB97M-V/def2-TZVPD.

As for the total energy: -4740.45490 hartree. The calculation puts the LUMO energy (spin up / spin down) at -5.31 / -4.93 eV. The value obtained for the HOMO energy (spin up / spin down) is -11.337 / -11.337 eV. The largest force on an atom comes out at 4.62 eV/Å.

Structure (ORCA input):
```
! wB97M-V def2-TZVPD RIJCOSX def2/J DEFGRID3
* xyz 1 2
O 3.762 2.751 -1.843
V 3.600 3.012 -0.330
C 0.201 0.824 1.353
F 0.174 1.736 2.343
F 1.257 0.049 1.584
F -0.904 0.119 1.389
S 0.381 1.648 -0.288
O 0.468 0.609 -1.266
O -0.751 2.519 -0.374
O 1.655 2.384 -0.215
O -0.949 -5.978 -2.537
C -1.233 -5.896 -1.371
O -1.150 -4.755 -0.677
C -0.499 -3.652 -1.346
C -0.992 -2.371 -0.738
C -1.709 -7.068 -0.548
H -0.709 -3.744 -2.410
H 0.577 -3.804 -1.191
H -2.076 -2.282 -0.810
H -0.465 -1.563 -1.245
H -0.733 -2.302 0.319
H -1.161 -7.958 -0.823
H -2.779 -7.157 -0.742
H -1.595 -6.850 0.513
O 3.663 0.618 -3.790
C 3.053 -0.376 -4.044
O 3.660 -1.554 -4.273
C 2.690 -2.588 -4.551
C 1.374 -2.053 -3.979
C 1.546 -0.554 -4.098
H 3.037 -3.502 -4.080
H 2.627 -2.725 -5.632
H 1.322 -2.352 -2.927
H 0.504 -2.483 -4.471
H 1.089 0.006 -3.289
H 1.234 -0.153 -5.065
O 3.391 -3.856 3.856
C 2.225 -4.010 3.662
O 1.707 -5.218 3.362
C 0.296 -5.113 3.028
C 0.107 -3.639 2.704
C 1.131 -2.965 3.603
H -0.274 -5.392 3.914
H 0.114 -5.774 2.190
H -0.907 -3.289 2.898
H 0.338 -3.443 1.656
H 0.746 -2.803 4.614
H 1.527 -2.023 3.234
O 2.689 4.741 0.552
C 1.720 5.333 0.991
O 1.177 6.293 0.304
C -0.089 6.675 0.920
C 0.067 6.251 2.374
C 0.896 4.990 2.223
H -0.870 6.084 0.433
H -0.304 7.728 0.773
H -0.888 6.173 2.890
H 0.630 7.015 2.915
H 0.362 4.090 1.905
H 1.557 4.808 3.066
O -5.685 -2.588 0.309
C -5.061 -2.132 1.212
O -4.974 -2.764 2.408
C -4.189 -2.039 3.361
C -3.761 -0.726 2.690
C -4.378 -0.778 1.298
H -3.330 -2.660 3.619
H -4.760 -1.914 4.279
H -2.674 -0.727 2.622
H -4.045 0.175 3.228
H -3.652 -0.670 0.489
H -5.144 -0.034 1.076
O 1.830 4.558 -2.178
C 1.118 5.195 -2.904
O 1.613 5.890 -3.932
C 0.569 6.530 -4.691
C -0.744 5.893 -4.229
C -0.386 5.346 -2.845
H 0.759 6.426 -5.754
H 0.615 7.594 -4.450
H -1.054 5.108 -4.916
H -1.536 6.637 -4.175
H -0.843 4.388 -2.611
H -0.631 6.057 -2.055
O -1.286 -1.685 5.355
C -1.114 -0.509 5.307
O -2.129 0.377 5.281
C -1.668 1.678 4.888
C -0.187 1.691 5.263
C 0.203 0.213 5.119
H -2.223 2.385 5.504
H -1.874 1.888 3.840
H -0.060 1.950 6.317
H 0.423 2.397 4.705
H 0.968 -0.085 5.829
H 0.565 0.022 4.108
O 4.058 0.916 0.059
C 4.164 -0.301 0.087
O 3.195 -1.051 0.521
C 3.569 -2.460 0.506
C 4.784 -2.537 -0.423
C 5.354 -1.128 -0.313
H 2.727 -3.021 0.108
H 3.767 -2.789 1.527
H 4.471 -2.715 -1.453
H 5.472 -3.325 -0.133
H 5.924 -0.730 -1.146
H 6.014 -1.045 0.568
O -3.696 -2.271 -3.476
C -3.323 -1.152 -3.350
O -3.612 -0.413 -2.253
C -2.968 0.865 -2.251
C -2.057 0.898 -3.500
C -2.511 -0.320 -4.325
H -2.380 0.973 -1.347
H -3.717 1.655 -2.315
H -1.022 0.787 -3.190
H -2.201 1.815 -4.067
H -1.655 -0.900 -4.658
H -3.150 -0.043 -5.160
*
```


Record 2
Here is 2 unconnected molecules or ions with the total composition CH3ClNO2 in a non-equilibrium geometry from the OMol25 dataset. Energies are from wB97M-V/def2-TZVPD.

As for the total energy: -705.31123 hartree. The calculation puts the LUMO energy at 3.79 eV. The value obtained for the HOMO energy is -4.210 eV. The energy relative to the best compared isomer or geometry (same formula, charge and spin) is 4.5 kcal/mol. The largest force on an atom comes out at 2.68 eV/Å.

Structure (ORCA input):
```
! wB97M-V def2-TZVPD RIJCOSX def2/J DEFGRID3
* xyz -1 1
Cl -20.858 -5.304 -27.321
C -19.185 -7.398 -28.632
N -19.806 -7.656 -29.984
O -20.708 -8.501 -30.137
O -19.328 -6.929 -30.897
H -19.627 -6.456 -28.305
H -18.115 -7.366 -28.839
H -19.543 -8.188 -27.973
*
```


Record 3
Here is a single C4H13N2OP molecule in a non-equilibrium geometry from the OMol25 dataset. Energies are from wB97M-V/def2-TZVPD.

As for the total energy: -686.05981 hartree. The calculation puts the LUMO energy (spin up / spin down) at 1.17 / -3.03 eV. The value obtained for the HOMO energy (spin up / spin down) is -2.876 / -9.881 eV. The energy relative to the best compared isomer or geometry (same formula, charge and spin) is 84.5 kcal/mol. The largest force on an atom comes out at 6.78 eV/Å.

Structure (ORCA input):
```
! wB97M-V def2-TZVPD RIJCOSX def2/J DEFGRID3
* xyz 0 3
C 3.331 0.318 0.076
C -2.967 1.186 0.060
C -1.252 -1.785 -0.968
C 1.839 0.599 0.330
N -0.670 -0.753 1.656
N 0.862 -0.103 -0.490
O -1.540 1.129 -0.192
P -0.657 -0.451 0.121
H 3.565 0.473 -0.993
H 3.839 0.877 0.725
H 3.407 -0.775 0.221
H -3.047 2.316 0.204
H -3.068 0.591 0.947
H -3.627 0.671 -0.632
H -1.353 -1.438 -2.009
H -0.431 -2.544 -0.770
H -2.360 -1.989 -0.557
H 1.777 0.490 1.430
H 1.523 1.592 0.068
H -0.152 -0.108 2.223
H 0.981 -0.294 -1.449
*
```


Record 4
Here is a single C3H6ClFN2O molecule from the OMol25 dataset. Energies are from wB97M-V/def2-TZVPD.

As for the total energy: -862.67175 hartree. The calculation puts the LUMO energy at 0.87 eV. As for the SMILES: O/N=C\NC[C@@H](F)Cl. The value obtained for the HOMO energy is -8.853 eV. The energy relative to the best compared isomer or geometry (same formula, charge and spin) is 18.4 kcal/mol. The largest force on an atom comes out at 0.61 eV/Å.

Structure (ORCA input):
```
! wB97M-V def2-TZVPD RIJCOSX def2/J DEFGRID3
* xyz 0 1
C -0.515 -0.997 1.146
C 0.150 1.118 0.077
C -0.230 1.658 -1.295
H 0.631 -3.695 0.835
H -1.212 -0.437 1.765
H 0.838 -0.821 -0.349
H -0.592 1.499 0.778
H 1.148 1.529 0.351
H -1.213 1.317 -1.613
N -0.371 -2.234 1.414
N 0.097 -0.320 0.118
O 0.553 -2.798 0.515
F -0.248 3.026 -1.223
Cl 0.964 1.154 -2.519
*
```


Record 5
Here is a single C11H20N4O5 molecule in a non-equilibrium geometry from the OMol25 dataset. Energies are from wB97M-V/def2-TZVPD.

As for the total energy: -1026.38661 hartree. The calculation puts the LUMO energy at 0.47 eV. As for the SMILES: CNC(=O)[C@H](NC(=O)[C@@H](CC(N)=O)NC(C)=O)[C@@H](C)O. The value obtained for the HOMO energy is -9.135 eV. The energy relative to the best compared isomer or geometry (same formula, charge and spin) is 51.7 kcal/mol. The largest force on an atom comes out at 4.71 eV/Å.

Structure (ORCA input):
```
! wB97M-V def2-TZVPD RIJCOSX def2/J DEFGRID3
* xyz 0 1
O 1.048 -1.310 1.058
O -2.783 -1.226 -2.161
O -0.672 2.500 0.639
O 3.332 2.226 3.353
O 3.154 3.478 -0.368
C 0.864 -1.591 -0.130
C -2.982 -0.195 -1.519
C -0.039 1.548 0.234
C 2.457 1.712 2.652
N -4.154 0.100 -0.941
N 1.739 0.669 3.109
N -0.099 -0.789 -0.731
N 1.265 1.282 0.531
C 1.771 -2.550 -0.839
C 1.879 0.177 4.468
C -1.807 0.750 -1.419
C 4.077 1.207 0.091
C -0.880 0.348 -0.262
C 2.076 2.304 1.290
C 3.437 2.502 0.570
H 2.481 4.014 0.105
H -4.952 -0.516 -1.050
H -4.145 0.987 -0.377
H 1.038 0.238 2.505
H -0.289 -1.047 -1.712
H 1.760 0.531 0.172
H 2.163 -2.021 -1.638
H 1.266 -3.383 -1.323
H 2.647 -2.808 -0.158
H 2.950 0.211 4.710
H 1.235 0.767 5.020
H 1.615 -0.930 4.492
H -2.293 1.682 -1.225
H -1.399 0.648 -2.393
H 3.647 0.841 -0.822
H 5.174 1.303 -0.026
H 3.873 0.398 0.810
H -1.506 -0.044 0.549
H 1.567 3.291 1.456
H 4.291 3.032 1.055
*
```


Record 6
Here is a single CH3N3O molecule in a non-equilibrium geometry from the OMol25 dataset. Energies are from wB97M-V/def2-TZVPD.

As for the total energy: -279.24169 hartree. The calculation puts the LUMO energy at -0.03 eV. As for the SMILES: N#CONN. The value obtained for the HOMO energy is -10.639 eV. The energy relative to the best compared isomer or geometry (same formula, charge and spin) is 116.4 kcal/mol. The largest force on an atom comes out at 7.57 eV/Å.

Structure (ORCA input):
```
! wB97M-V def2-TZVPD RIJCOSX def2/J DEFGRID3
* xyz 0 1
C 3.165 -0.075 0.126
N 4.120 0.532 0.070
N -0.227 0.297 0.002
N 0.781 -0.384 -0.655
O 1.758 -0.909 0.204
H -0.573 -0.174 0.841
H 0.085 1.236 0.237
H 0.394 -1.206 -1.120
*
```


Record 7
Here is a molecular structure, C22H20N2OPtS2 from the OMol25 dataset. Energies are from wB97M-V/def2-TZVPD.

As for the total energy: -1950.11565 hartree. The calculation puts the LUMO energy (spin up / spin down) at -9.23 / -8.95 eV. The value obtained for the HOMO energy (spin up / spin down) is -13.863 / -13.859 eV. The energy relative to the best compared isomer or geometry (same formula, charge and spin) is 0.0 kcal/mol. The largest force on an atom comes out at 0.91 eV/Å.

Structure (ORCA input):
```
! wB97M-V def2-TZVPD RIJCOSX def2/J DEFGRID3
* xyz 2 1
Pt 0.133 -0.391 -1.848
C 2.494 2.181 -1.644
C 2.145 1.344 -0.458
N 0.962 0.729 -0.361
N 0.604 0.574 0.902
C -0.336 -0.360 1.125
S -1.039 -1.250 -0.130
S -0.662 -0.574 2.778
C -2.102 -1.698 2.865
C -3.379 -1.054 2.406
C -3.958 -0.043 3.172
C -5.139 0.551 2.765
C -5.757 0.137 1.590
C -5.196 -0.878 0.832
C -4.008 -1.472 1.237
C 3.037 1.162 0.630
C 3.873 2.183 1.092
C 4.719 1.952 2.148
C 4.877 0.659 2.765
C 4.192 -0.396 2.302
C 3.267 -0.252 1.160
O 2.832 -1.222 0.584
H 1.673 2.204 -2.355
H 3.406 1.832 -2.130
H 2.671 3.212 -1.329
H -2.123 -1.901 3.937
H -1.876 -2.635 2.356
H -3.487 0.272 4.096
H -5.589 1.326 3.370
H -6.687 0.594 1.280
H -5.694 -1.225 -0.063
H -3.600 -2.301 0.671
H 3.775 3.183 0.695
H 5.277 2.783 2.561
H 5.569 0.557 3.590
H 4.307 -1.395 2.701
C -1.150 -1.309 -3.497
C -1.153 0.038 -3.923
C 0.076 0.656 -4.116
C 1.290 -0.080 -3.992
C 1.287 -1.453 -3.734
C 0.057 -2.056 -3.414
H -2.086 -1.798 -3.260
H -2.076 0.592 -4.012
H 0.123 1.709 -4.361
H 2.227 0.432 -4.162
H 2.206 -2.019 -3.697
H 0.016 -3.097 -3.125
*
```


Which of these has the lowest largest force on an atom?
C3H6ClFN2O


Among the records above, which one has the lowest largest force on an atom?
C3H6ClFN2O